1.
A 6-piece molecular cluster, C16H46NO9S6 overall at a distorted geometry, computed with the ωB97M-V functional and the def2-TZVPD basis.

The geometry in ORCA input format:
```
! RIJCOSX wB97M-V def2-TZVPD def2/J DEFGRID3
* xyz 1 1
C 0.377 -1.785 3.128
C 0.434 -1.052 1.742
O -0.312 0.194 1.765
N -1.618 -0.056 1.355
C -2.482 1.045 1.857
C -2.939 0.811 3.333
C -4.482 0.977 3.469
C -5.258 -0.368 3.425
S -4.471 -1.642 2.393
O -5.466 -2.728 2.215
O -3.229 -2.196 2.975
O -4.202 -1.038 0.867
H 1.389 -1.922 3.524
H -0.171 -1.129 3.821
H -0.110 -2.756 2.985
H 1.485 -0.844 1.517
H 0.052 -1.677 0.919
H -1.954 -0.981 1.661
H -1.649 -0.041 0.325
H -1.994 2.022 1.780
H -3.346 1.089 1.178
H -2.482 1.625 3.915
H -2.544 -0.122 3.756
H -4.824 1.718 2.736
H -4.666 1.422 4.459
H -6.238 -0.173 2.958
H -5.494 -0.756 4.424
H -5.064 -1.145 0.443
C -1.227 3.025 -2.777
S -1.782 1.322 -2.626
O -1.148 0.761 -1.388
C -0.850 0.658 -4.014
H -1.664 3.605 -1.960
H -0.139 3.067 -2.711
H -1.565 3.430 -3.730
H 0.214 0.841 -3.864
H -1.188 1.127 -4.938
H -1.030 -0.415 -4.064
C -0.028 -3.956 -0.828
S 1.475 -4.848 -0.388
O 2.369 -3.884 0.324
C 2.084 -5.006 -2.076
H -0.561 -3.712 0.090
H 0.228 -3.037 -1.360
H -0.658 -4.588 -1.453
H 2.199 -4.017 -2.522
H 1.383 -5.604 -2.658
H 3.049 -5.508 -2.041
C 5.514 0.901 3.532
S 3.971 -0.005 3.318
O 3.509 -0.431 4.671
C 4.708 -1.444 2.521
H 5.294 1.830 4.054
H 6.211 0.307 4.124
H 5.942 1.125 2.555
H 5.457 -1.887 3.179
H 5.162 -1.144 1.577
H 3.919 -2.172 2.327
C 0.383 5.872 0.278
S -1.314 6.367 -0.071
O -1.852 5.412 -1.089
C -0.894 7.888 -0.938
H 0.360 4.910 0.788
H 0.941 5.777 -0.654
H 0.851 6.614 0.925
H -0.254 7.663 -1.792
H -0.385 8.566 -0.253
H -1.817 8.348 -1.285
C 3.040 -1.434 -4.929
S 1.457 -2.280 -5.082
O 0.964 -2.556 -3.698
C 2.126 -3.821 -5.729
H 2.861 -0.450 -4.499
H 3.702 -2.003 -4.275
H 3.489 -1.323 -5.916
H 2.846 -4.237 -5.024
H 2.604 -3.633 -6.691
H 1.303 -4.520 -5.865
*
```

As for the HOMO energy: -10.6 eV. As for the total energy: -102255.1214 eV. Its energy above the lowest of the compared OMol25 structures with the same formula, charge and spin is 24.2 kcal/mol. Its gap between HOMO and LUMO is 8.468 eV. As for the LUMO energy: -2.2 eV.

Results of the Mulliken charge analysis, in e, for atoms 1 through 8: atom 1 (C): -0.9552, atom 2 (C): 0.1903, atom 3 (O): -0.3577, atom 4 (N): 0.5534, atom 5 (C): -1.1864, atom 6 (C): -0.5569, atom 7 (C): -0.8291, atom 8 (C): -0.6177

=====

2.
An isolated ion of composition C3H3N2O2 and charge -1 at a distorted geometry, computed with the ωB97M-V functional and the def2-TZVPD basis.

The geometry in ORCA input format:
```
! RIJCOSX wB97M-V def2-TZVPD def2/J DEFGRID3
* xyz -1 3
C -1.260 0.830 -0.135
C -0.164 -0.233 0.290
C 1.280 -0.044 -0.054
N -0.773 -1.776 0.021
N -0.660 -1.232 1.095
O -2.226 0.178 -0.660
O -1.098 2.061 -0.051
H 1.675 0.377 0.881
H 1.260 0.702 -0.900
H 1.965 -0.865 -0.487
*
```

As for the HOMO energy (spin up / spin down): -1.8 / -4.4 eV. As for the total energy: -10230.9179 eV. Its energy above the lowest of the compared OMol25 structures with the same formula, charge and spin is 40.1 kcal/mol. Its gap between HOMO and LUMO (spin up / spin down) is 5.961 / 7.366 eV. As for the LUMO energy (spin up / spin down): 4.2 / 2.9 eV.

Results of the Mulliken charge analysis, in e, for atoms 1 through 8: atom 1 (C): 0.5023, atom 2 (C): 0.8381, atom 3 (C): -0.8607, atom 4 (N): -0.5091, atom 5 (N): -0.4064, atom 6 (O): -0.6466, atom 7 (O): -0.7297, atom 8 (H): 0.2368

=====

3.
C3H9N5 as an isolated structure at a distorted geometry, computed with the ωB97M-V functional and the def2-TZVPD basis.

The geometry in ORCA input format:
```
! RIJCOSX wB97M-V def2-TZVPD def2/J DEFGRID3
* xyz 2 1
C 0.699 -1.752 -0.082
C -1.673 0.412 -0.197
C 0.593 1.276 0.356
N -0.542 -1.663 0.201
N 1.731 -0.870 -0.282
N -0.491 1.174 -0.521
N -1.531 -0.946 0.266
N 1.746 0.343 0.174
H 0.955 -2.775 -0.268
H -2.307 0.959 0.618
H -2.438 0.432 -1.015
H 0.931 2.388 0.233
H 0.258 1.169 1.357
H 2.663 -1.285 -0.401
H -0.535 1.732 -1.401
H -2.676 -1.300 0.755
H 2.617 0.707 0.205
*
```

As for the HOMO energy (spin up / spin down): -18.7 / -18.9 eV. As for the total energy: -10683.6854 eV. Its energy above the lowest of the compared OMol25 structures with the same formula, charge and spin is 145.5 kcal/mol. Its gap between HOMO and LUMO (spin up / spin down) is 7.369 / 7.535 eV. As for the LUMO energy (spin up / spin down): -11.3 / -11.4 eV.

Results of the Mulliken charge analysis, in e, for atoms 1 through 8: atom 1 (C): 0.0273, atom 2 (C): -0.4692, atom 3 (C): -0.6032, atom 4 (N): -0.1095, atom 5 (N): 0.0252, atom 6 (N): -0.2338, atom 7 (N): -0.0502, atom 8 (N): 0.0311

=====

What did the third record say?
C3H9N5 as an isolated structure at a distorted geometry, computed with the ωB97M-V functional and the def2-TZVPD basis.

The geometry in ORCA input format:
```
! RIJCOSX wB97M-V def2-TZVPD def2/J DEFGRID3
* xyz 2 1
C 0.699 -1.752 -0.082
C -1.673 0.412 -0.197
C 0.593 1.276 0.356
N -0.542 -1.663 0.201
N 1.731 -0.870 -0.282
N -0.491 1.174 -0.521
N -1.531 -0.946 0.266
N 1.746 0.343 0.174
H 0.955 -2.775 -0.268
H -2.307 0.959 0.618
H -2.438 0.432 -1.015
H 0.931 2.388 0.233
H 0.258 1.169 1.357
H 2.663 -1.285 -0.401
H -0.535 1.732 -1.401
H -2.676 -1.300 0.755
H 2.617 0.707 0.205
*
```

As for the HOMO energy (spin up / spin down): -18.7 / -18.9 eV. As for the total energy: -10683.6854 eV. Its energy above the lowest of the compared OMol25 structures with the same formula, charge and spin is 145.5 kcal/mol. Its gap between HOMO and LUMO (spin up / spin down) is 7.369 / 7.535 eV. As for the LUMO energy (spin up / spin down): -11.3 / -11.4 eV.

Results of the Mulliken charge analysis, in e, for atoms 1 through 8: atom 1 (C): 0.0273, atom 2 (C): -0.4692, atom 3 (C): -0.6032, atom 4 (N): -0.1095, atom 5 (N): 0.0252, atom 6 (N): -0.2338, atom 7 (N): -0.0502, atom 8 (N): 0.0311

=====

What did the third record say?
C3H9N5 as an isolated structure at a distorted geometry, computed with the ωB97M-V functional and the def2-TZVPD basis.

The geometry in ORCA input format:
```
! RIJCOSX wB97M-V def2-TZVPD def2/J DEFGRID3
* xyz 2 1
C 0.699 -1.752 -0.082
C -1.673 0.412 -0.197
C 0.593 1.276 0.356
N -0.542 -1.663 0.201
N 1.731 -0.870 -0.282
N -0.491 1.174 -0.521
N -1.531 -0.946 0.266
N 1.746 0.343 0.174
H 0.955 -2.775 -0.268
H -2.307 0.959 0.618
H -2.438 0.432 -1.015
H 0.931 2.388 0.233
H 0.258 1.169 1.357
H 2.663 -1.285 -0.401
H -0.535 1.732 -1.401
H -2.676 -1.300 0.755
H 2.617 0.707 0.205
*
```

As for the HOMO energy (spin up / spin down): -18.7 / -18.9 eV. As for the total energy: -10683.6854 eV. Its energy above the lowest of the compared OMol25 structures with the same formula, charge and spin is 145.5 kcal/mol. Its gap between HOMO and LUMO (spin up / spin down) is 7.369 / 7.535 eV. As for the LUMO energy (spin up / spin down): -11.3 / -11.4 eV.

Results of the Mulliken charge analysis, in e, for atoms 1 through 8: atom 1 (C): 0.0273, atom 2 (C): -0.4692, atom 3 (C): -0.6032, atom 4 (N): -0.1095, atom 5 (N): 0.0252, atom 6 (N): -0.2338, atom 7 (N): -0.0502, atom 8 (N): 0.0311